(1)
Molecular formula: C2H7Cl2F6N3SSbV
Method: DFT, ωB97M-V with the def2-TZVPD basis set

The total charge is +3. As for the expectation value of S²: 0.76. As for the highest occupied orbital energy (alpha / beta): -0.7654 / -0.7679 Ha. As for the spin multiplicity: 2. For the energy above the lowest of the compared OMol25 structures with the same formula, charge and spin, the calculation gives 0.430 eV. The HOMO-LUMO gap (alpha / beta) is 8.06 / 8.35 eV.

Positions of all 23 atoms, in Å:
V -0.2191 -0.2474 0.7107
N -1.5209 -0.1864 -1.0323
N -2.6122 0.7060 -0.9410
C -2.6712 1.5763 0.0651
N -3.5875 2.5045 0.1112
S -1.5141 1.4780 1.3832
H -0.9241 0.1161 -1.8096
H -1.8874 -1.1125 -1.2566
H -3.2953 0.6898 -1.6919
H -4.2644 2.6528 -0.6303
H -3.6520 3.1268 0.9089
F 1.0106 0.1934 -0.3249
Sb 2.7578 0.6241 3.1138
F 3.3500 -0.5686 1.8630
F 1.9345 -0.0975 4.5690
F 4.3341 1.2043 3.8112
F 2.0667 2.2027 2.5013
F 0.8544 -0.0377 2.2385
Cl -1.0138 -2.2285 1.3670
C -1.5357 -5.0489 1.5684
Cl -2.1007 -5.7561 0.2599
H -2.2349 -4.6472 2.2987
H -0.4651 -5.0693 1.7597



(2)
Molecular formula: C12H28Cl2NOsP
Method: DFT, ωB97M-V with the def2-TZVPD basis set

The total charge is 0. As for the expectation value of S²: 6.04. As for the highest occupied orbital energy (alpha / beta): -0.2046 / -0.2776 Ha. As for the spin multiplicity: 5. The HOMO-LUMO gap (alpha / beta) is 5.71 / 6.22 eV.

Positions of all 45 atoms, in Å:
Os -0.2582 -1.7520 0.7091
Cl 0.4278 -2.2705 -1.3540
Cl -0.7351 -0.7971 2.6238
H 1.3003 -1.3724 0.9976
H -1.5357 -1.0246 0.0674
P 0.3052 1.1337 -0.6837
C -0.4765 1.2371 -2.3822
C -0.2130 2.6764 0.2861
C 2.1549 1.1014 -0.9228
C -1.8123 0.4770 -2.3901
H 0.2328 0.6679 -3.0134
C -0.6160 2.6642 -2.9275
H -1.3985 3.2025 -2.3631
H -0.9110 2.6151 -3.9889
H 0.3276 3.2218 -2.8428
H -1.6567 -0.5744 -2.0624
H -2.2235 0.4636 -3.4244
H -2.5530 0.9441 -1.7176
H 2.2179 0.1974 -1.5648
C 2.8919 0.7694 0.3844
C 2.7154 2.3334 -1.6479
H 2.3375 2.3854 -2.6796
H 3.8151 2.2709 -1.6727
H 2.4202 3.2523 -1.1179
H 2.2522 0.1444 1.0421
H 3.2305 1.6778 0.9245
H 3.7855 0.1659 0.1366
C -1.7119 2.4963 0.5930
H -0.0251 3.5997 -0.3182
C 0.5607 2.7345 1.6137
H -2.3498 2.5522 -0.3040
H -2.0374 3.2912 1.2831
H -1.8832 1.5206 1.0950
H 0.4060 1.8048 2.1944
H 0.1742 3.5758 2.2128
H 1.6343 2.8979 1.4731
C -1.4487 -5.9532 3.3236
C -1.0686 -5.8992 1.8155
C -1.0960 -4.4973 1.4962
N -0.6757 -3.4131 1.2165
H -0.6580 -5.4816 3.9423
H -1.6008 -6.9969 3.6460
H -2.3699 -5.3715 3.5186
H -0.0476 -6.3024 1.6244
H -1.8277 -6.3684 1.1583



(3)
Molecular formula: C7H9Br
Method: DFT, ωB97M-V with the def2-TZVPD basis set

The total charge is 0. As for the highest occupied orbital energy: -0.3379 Ha. As for the spin multiplicity: 1. For the energy above the lowest of the compared OMol25 structures with the same formula, charge and spin, the calculation gives 2.651 eV. The HOMO-LUMO gap is 10.13 eV.

Positions of all 17 atoms, in Å:
C -0.0557 0.1293 -1.7774
C 0.3686 -1.1398 -1.8178
C 0.0764 1.3281 0.5464
C 0.1170 0.1270 1.5441
C -0.7488 0.4473 -0.4471
C 0.3323 -1.9567 -0.5761
C -0.6977 -0.7670 0.5647
Br -0.5235 -3.7095 -0.6835
H -0.1884 0.7409 -2.6496
H 0.8610 -1.5271 -2.6566
H -0.4356 2.1481 1.0082
H 1.0491 1.7090 0.0494
H 1.0334 -0.2952 2.1109
H -0.6183 0.3830 2.2581
H -1.8627 0.6901 -0.6054
H 1.3334 -2.2036 0.0143
H -1.7206 -0.9805 0.7704



(4)
Molecular formula: C2H8NO2
Method: DFT, ωB97M-V with the def2-TZVPD basis set

The total charge is -1. As for the highest occupied orbital energy: -0.1082 Ha. As for the spin multiplicity: 1. For the energy above the lowest of the compared OMol25 structures with the same formula, charge and spin, the calculation gives 0.649 eV. The HOMO-LUMO gap is 7.34 eV.

Positions of all 13 atoms, in Å:
C 2.3623 0.6662 -0.1198
O 2.2192 -0.3681 0.8173
H 3.4134 0.8550 -0.3150
H 1.8690 1.5539 0.2622
H 1.8653 0.3905 -1.0448
N -2.6887 -0.7217 0.1167
C -1.3103 -0.3301 -0.3030
O -0.3813 -0.4975 0.6181
H -3.3423 0.0383 0.0408
H -2.6703 -0.9596 1.0978
H -1.4174 0.7556 -0.6442
H -1.1614 -0.8249 -1.2888
H 1.2425 -0.5576 0.7627



(5)
Molecular formula: C12H26I2N2O8P2S2
Method: DFT, ωB97M-V with the def2-TZVPD basis set

The total charge is -1. As for the expectation value of S²: 0.75. As for the highest occupied orbital energy (alpha / beta): -0.2334 / -0.2342 Ha. As for the spin multiplicity: 2. The HOMO-LUMO gap (alpha / beta) is 8.57 / 8.59 eV.

Positions of all 54 atoms, in Å:
C 6.8770 -1.0757 -1.0495
C 5.3760 -1.1038 -0.7397
I 4.9845 -0.5141 1.2906
C 4.5054 -0.3825 -1.7646
I 4.7768 -1.3847 -3.6583
S 4.7981 1.4308 -1.9973
O 5.5221 1.8548 -0.8263
O 5.4633 1.5843 -3.2686
N 3.3332 2.0460 -2.1833
S 2.4322 2.5466 -0.9713
O 2.5424 3.9664 -0.7233
O 2.4359 1.6787 0.1876
P 0.5381 2.4030 -2.0357
P 0.2860 0.3254 -2.5680
O -1.1600 0.0260 -2.6477
O 1.0550 0.1423 -3.9478
O 1.0735 -0.6654 -1.5710
H 7.1235 -1.9418 -1.6706
H 7.1543 -0.1862 -1.6148
H 7.4687 -1.1513 -0.1408
H 5.0258 -2.1350 -0.7376
H 3.4558 -0.5308 -1.5610
H -0.3890 2.4655 -0.9837
H 1.9769 -0.1504 -3.8594
H 0.4403 -1.0590 -0.9535
C -4.1804 -0.9402 -0.2711
C -3.4642 -1.4544 0.9922
C -4.3071 -1.1938 2.2454
C -4.3437 0.2762 2.6641
C -2.9316 0.8466 2.8038
C -2.0728 0.6332 1.5551
N -2.1241 -0.8114 1.1601
O -1.3300 -1.5325 1.8650
C -2.5479 1.5381 0.4126
C -0.6212 1.0070 1.8393
C -3.2603 -2.9538 0.8042
H -3.4650 -0.7202 -1.0648
H -4.8592 -1.7104 -0.6385
H -4.7821 -0.0519 -0.0932
H -3.8972 -1.7840 3.0715
H -5.3193 -1.5646 2.0619
H -4.9209 0.8642 1.9455
H -4.8670 0.3658 3.6187
H -2.9718 1.9176 3.0161
H -2.4372 0.3729 3.6580
H -2.0344 1.2649 -0.5091
H -2.3103 2.5764 0.6483
H -3.6169 1.5027 0.2249
H -0.2244 0.4705 2.6977
H -0.5687 2.0761 2.0497
H 0.0267 0.8019 0.9862
H -2.6196 -3.1524 -0.0559
H -4.2323 -3.4171 0.6279
H -2.8125 -3.4166 1.6800



(6)
Molecular formula: C2H6O3PS
Method: DFT, ωB97M-V with the def2-TZVPD basis set

The total charge is -1. As for the highest occupied orbital energy: -0.1684 Ha. As for the spin multiplicity: 1. For the energy above the lowest of the compared OMol25 structures with the same formula, charge and spin, the calculation gives 1.835 eV. The HOMO-LUMO gap is 7.75 eV.

Positions of all 13 atoms, in Å:
C 0.8175 0.7534 1.1416
C -1.7653 -1.6529 0.1136
O 1.9338 -0.6909 -1.1466
O 1.3839 -2.8335 0.2491
O 1.1032 -0.5682 1.3211
P 1.1709 -1.4256 -0.1314
S -3.0504 -0.6766 -0.2265
H 1.3656 1.1257 0.3485
H 0.9710 1.3669 1.9742
H -0.2041 0.8209 0.8608
H -1.6908 -2.7451 -0.3011
H -1.3109 -1.6560 1.0839
H -0.4662 -1.2891 -0.3581



(7)
Molecular formula: C41H52ClF5N2O21
Method: DFT, ωB97M-V with the def2-TZVPD basis set

The total charge is 0. As for the highest occupied orbital energy: -0.3121 Ha. As for the spin multiplicity: 1. As for the SMILES: C#CCCCc1c(CCCCl)c(N)c(CCCCCOC)c2c1C(=O)N(COCOCCO)C2=O.O=C1OC[C@@H](F)O1.O=C1OC[C@@H](F)O1.O=C1OC[C@@H](F)O1.O=C1OC[C@@H](F)O1.O=C1OC[C@@H](F)O1. The HOMO-LUMO gap is 7.12 eV.

Positions of all 122 atoms, in Å:
C 0.4389 -2.2183 3.4623
C -0.6468 -1.3315 3.1915
C -1.6544 -0.0853 2.7129
C -0.8157 1.2958 2.3853
C -1.5193 2.2148 1.1794
C -0.8247 1.6776 -0.2386
C 0.7854 1.9752 -0.5766
C 1.7513 2.8508 0.4604
C 1.7904 4.3861 -0.1315
C 0.4019 5.2495 0.1681
Cl 0.2189 5.7532 1.9535
C 1.4840 1.3982 -1.9820
N 2.9452 1.5951 -2.3428
C 0.5526 0.5350 -3.0706
C 1.1294 -0.0726 -4.4813
C 2.3570 -1.1276 -4.1743
C 2.2106 -1.9458 -2.7574
C 3.4915 -3.0057 -2.6134
C 3.4706 -3.6413 -1.0790
O 4.6673 -3.2969 -0.2895
C 4.4728 -2.0743 0.5086
C -1.0136 0.3059 -2.6411
C -1.7840 0.8427 -1.2953
C -3.3770 0.4566 -1.2320
O -4.3464 0.7536 -0.3615
N -3.5521 -0.3465 -2.5329
C -3.8332 -1.7550 -2.0452
O -4.8065 -2.4975 -2.9031
C -4.9161 -3.8325 -2.2452
O -6.3090 -4.0700 -1.8342
C -6.4782 -4.0055 -0.3723
C -6.8550 -2.5044 0.2034
O -7.2866 -1.5574 -0.8452
C -2.2579 -0.4841 -3.3596
O -2.3415 -1.2312 -4.4632
H 1.5284 -2.6947 3.5676
H -2.2407 -0.4077 1.7528
H -2.4652 0.1105 3.5622
H 0.2683 0.9411 2.0346
H -0.6477 1.9047 3.3737
H -2.6673 1.9587 1.2323
H -1.2628 3.3298 1.4266
H 1.2871 2.9285 1.5489
H 2.8562 2.4610 0.4700
H 1.8671 4.3048 -1.3041
H 2.6865 5.0312 0.2669
H 0.4590 6.2134 -0.5253
H -0.5584 4.6580 -0.2053
H 3.0747 1.8819 -3.3376
H 3.4432 2.2263 -1.6758
H 1.5584 0.8479 -5.1089
H 0.3319 -0.6034 -5.1547
H 3.4007 -0.5833 -4.2174
H 2.3612 -1.9151 -5.0673
H 2.2474 -1.2787 -1.7954
H 1.1680 -2.5052 -2.7658
H 4.4642 -2.3408 -2.6953
H 3.3909 -3.8109 -3.4573
H 3.4823 -4.8211 -1.2122
H 2.4484 -3.4011 -0.5274
H 3.3501 -1.9545 0.8684
H 5.1297 -2.0759 1.4991
H 4.8382 -1.1377 -0.1248
H -2.7923 -2.3090 -1.9920
H -4.2857 -1.7974 -0.9528
H -4.1631 -3.9465 -1.3300
H -4.5283 -4.6117 -3.0564
H -5.5887 -4.4538 0.2457
H -7.4226 -4.6915 -0.1225
H -7.7706 -2.6298 0.9398
H -5.9868 -2.0217 0.8382
H -7.2792 -0.6438 -0.3924
O -6.4517 4.4176 -6.7468
C -6.0341 3.7392 -5.8231
O -6.4536 2.4647 -5.5563
C -5.6413 1.9895 -4.5016
C -5.1821 3.2509 -3.8537
F -3.9466 3.1000 -3.3261
O -5.0986 4.1611 -4.9267
H -4.8157 1.4013 -4.9161
H -6.2152 1.3565 -3.8195
H -5.8675 3.6401 -3.0932
O -3.1957 -7.6642 -0.1082
C -4.4005 -7.8394 -0.0338
O -5.0150 -9.0435 -0.2439
C -6.3813 -8.8536 0.0644
C -6.5520 -7.3837 -0.1145
F -7.4878 -6.9002 0.7329
O -5.2990 -6.8584 0.2610
H -6.5700 -9.1799 1.0927
H -7.0193 -9.4315 -0.6097
H -6.7857 -7.0806 -1.1407
O 3.2054 -0.8000 4.2408
C 4.3930 -0.6772 4.4906
O 5.3973 -1.1784 3.7086
C 6.6090 -0.7115 4.2670
C 6.2279 -0.4350 5.6812
F 6.9472 0.5943 6.1821
O 4.8809 -0.0308 5.5865
H 6.9326 0.1876 3.7319
H 7.3942 -1.4683 4.1882
H 6.3061 -1.3027 6.3450
O 5.4495 3.7086 -1.4448
C 5.9209 4.4171 -0.5709
O 6.0676 4.0315 0.7334
C 6.7642 5.0761 1.3826
C 6.4654 6.2514 0.5161
F 7.4968 7.1255 0.5165
O 6.3583 5.6916 -0.7731
H 7.8319 4.8346 1.4156
H 6.4034 5.2112 2.4058
H 5.5356 6.7715 0.7701
O 5.5145 3.3913 5.0778
C 4.2989 3.2915 5.0714
O 3.5516 2.9467 6.1642
C 2.1977 3.0721 5.7779
C 2.2705 2.9353 4.2954
F 1.3041 3.6661 3.6957
O 3.5202 3.5022 3.9732
H 1.8189 4.0495 6.0951
H 1.5849 2.2922 6.2379
H 2.2322 1.9009 3.9377



(8)
Molecular formula: C6H9N
Method: DFT, ωB97M-V with the def2-TZVPD basis set

The total charge is 0. As for the highest occupied orbital energy: -0.2977 Ha. As for the spin multiplicity: 1. For the energy above the lowest of the compared OMol25 structures with the same formula, charge and spin, the calculation gives 2.765 eV. The HOMO-LUMO gap is 8.68 eV.

Positions of all 16 atoms, in Å:
C -0.6285 1.1720 0.5468
C 2.1560 0.0614 0.4416
C 1.8350 0.3681 -0.9965
C 0.5742 0.0329 -1.3073
C -0.1414 -0.2063 0.0030
C -1.3029 -1.1813 0.1050
N 1.0278 -0.5039 0.8442
H -0.7599 1.1087 1.6335
H 0.0998 1.9669 0.3537
H -1.5786 1.4492 0.0894
H 2.5835 0.7872 -1.6588
H 0.1132 -0.0419 -2.2900
H -1.6443 -1.2088 1.1473
H -2.1357 -0.7947 -0.4919
H -1.0784 -2.2003 -0.2179
H 0.8802 -0.8092 1.7980